Record 1
Here is a gas-phase ion, CH4NO2 (charge +1) at a distorted geometry from the OMol25 dataset. Energies are from ωB97M-V/def2-TZVPD.

```
! wB97M-V def2-TZVPD RIJCOSX def2/J DEFGRID3
* xyz 1 1
N -0.239 0.075 0.816
C 0.020 0.048 -0.698
O 1.216 -0.440 -1.004
O 0.044 -1.200 -1.180
H 0.665 -0.150 1.134
H -1.175 -0.409 1.039
H -0.199 1.113 1.131
H -0.333 0.963 -1.238
*
```

## Properties
SMILES   [NH3+]C1OO1
ΔE to the lowest compared entry with this formula, charge and spin   112.8 kcal per mole

These are the Löwdin partial charges, in e, on atoms 1 to 2:
1 N 0.2823
2 C -0.3645

---

Record 2
Here is a molecular structure, C39H32ClMnN2O8P2 from the OMol25 dataset. Energies are from ωB97M-V/def2-TZVPD.

```
! wB97M-V def2-TZVPD RIJCOSX def2/J DEFGRID3
* xyz -1 6
Mn -0.670 -0.356 2.344
O -4.372 1.366 3.522
C -3.235 0.933 3.369
O -2.788 0.186 2.437
C -2.167 1.353 4.385
C -2.384 2.137 5.506
C -1.286 2.475 6.289
C -0.012 2.044 5.937
C 0.117 1.265 4.800
N -0.946 0.941 4.079
C 1.428 0.733 4.222
O 2.477 1.032 4.780
O 1.274 0.029 3.166
H -3.389 2.466 5.733
H -1.423 3.084 7.174
H 0.870 2.297 6.508
C 0.078 1.661 -1.203
N 0.897 0.761 -2.003
C 2.128 0.311 -1.371
P 1.839 -0.996 -0.069
C 3.603 -1.176 0.404
C 4.009 -0.671 1.637
C 5.349 -0.728 2.004
C 6.284 -1.291 1.151
C 5.883 -1.807 -0.076
C 4.549 -1.749 -0.447
C 1.595 -2.492 -1.100
C 1.530 -2.514 -2.491
C 1.276 -3.701 -3.169
C 1.090 -4.880 -2.465
C 1.150 -4.868 -1.077
C 1.390 -3.684 -0.401
C 0.820 0.901 -3.396
C -0.436 1.026 -4.006
C -0.552 1.141 -5.380
C 0.573 1.126 -6.195
C 1.818 1.005 -5.601
C 1.949 0.902 -4.223
P -1.102 0.978 0.085
C -2.000 2.544 0.348
C -1.752 3.254 1.519
C -2.368 4.476 1.748
C -3.238 4.999 0.805
C -3.485 4.303 -0.372
C -2.866 3.085 -0.601
C -2.260 -0.090 -0.830
C -1.762 -1.066 -1.691
C -2.616 -1.982 -2.285
C -3.975 -1.942 -2.011
C -4.473 -0.991 -1.132
C -3.623 -0.073 -0.535
H -0.508 2.292 -1.870
H 0.730 2.337 -0.629
H 2.657 1.138 -0.877
H 2.808 -0.101 -2.113
H 3.272 -0.256 2.316
H 5.649 -0.335 2.968
H 7.327 -1.340 1.443
H 6.610 -2.259 -0.740
H 4.237 -2.169 -1.398
H 1.660 -1.609 -3.071
H 1.221 -3.697 -4.251
H 0.886 -5.803 -2.994
H 0.986 -5.777 -0.512
H 1.391 -3.683 0.682
H -1.329 0.989 -3.397
H -1.539 1.223 -5.818
H 0.478 1.206 -7.269
H 2.713 1.002 -6.212
H 2.941 0.844 -3.800
H -1.081 2.839 2.262
H -2.178 5.009 2.672
H -3.731 5.946 0.987
H -4.166 4.708 -1.109
H -3.074 2.539 -1.514
H -0.701 -1.126 -1.894
H -2.208 -2.738 -2.945
H -4.641 -2.666 -2.463
H -5.527 -0.977 -0.885
H -4.012 0.624 0.195
O -2.402 -3.848 2.270
Cl -1.146 -3.221 2.496
O -0.099 -4.184 2.630
O -1.194 -2.345 3.660
O -0.824 -2.318 1.362
*
```

## Properties
ΔE to the lowest compared entry with this formula, charge and spin   33.5 kcal per mole

These are the Löwdin partial charges, in e, on atoms 1 to 2:
1 Mn 0.7739
2 O 0.0304

---

Record 3
Here is a single C4H5NO2 molecule from the OMol25 dataset. Energies are from ωB97M-V/def2-TZVPD.

```
! wB97M-V def2-TZVPD RIJCOSX def2/J DEFGRID3
* xyz 0 1
O 1.879 0.862 1.409
C 0.639 0.204 1.431
C 0.070 -0.002 0.056
C -1.188 -0.539 -0.348
C -1.136 -0.449 -1.698
O 0.027 0.085 -2.089
N 0.780 0.362 -0.978
H 2.069 1.105 0.491
H 0.752 -0.774 1.922
H -0.086 0.777 2.027
H -1.987 -0.921 0.271
H -1.820 -0.709 -2.493
*
```

## Properties
SMILES   OCc1ccon1
ΔE to the lowest compared entry with this formula, charge and spin   45.9 kcal per mole

These are the Löwdin partial charges, in e, on atoms 1 to 2:
1 O -0.0528
2 C -0.2092

---

Record 4
Here is a molecular structure, C15H29N2O3RbSi from the OMol25 dataset. Energies are from ωB97M-V/def2-TZVPD.

```
! wB97M-V def2-TZVPD RIJCOSX def2/J DEFGRID3
* xyz 0 1
Rb 0.945 0.570 0.540
C -0.331 -1.154 4.091
O 0.870 -1.009 3.371
C 1.814 -2.004 3.681
C 3.104 -1.723 2.903
O 2.942 -1.731 1.508
C 2.812 -3.015 0.946
H -0.136 -1.181 5.170
H -0.859 -2.072 3.800
H -0.946 -0.289 3.847
H 1.420 -3.001 3.424
H 2.047 -1.994 4.759
H 3.867 -2.457 3.207
H 3.446 -0.716 3.155
H 3.623 -3.675 1.283
H 2.879 -2.883 -0.132
H 1.849 -3.481 1.187
C 3.158 -2.254 -3.360
C 2.480 -0.994 -2.862
O 2.610 -0.564 -1.731
N 1.778 -0.355 -3.817
C 1.066 0.881 -3.579
C -0.421 0.705 -3.423
C -1.300 1.464 -4.180
C -2.663 1.313 -3.984
C -3.093 0.369 -3.055
C -2.143 -0.342 -2.351
N -0.832 -0.175 -2.501
H 3.554 -2.820 -2.523
H 3.982 -1.974 -4.015
H 2.467 -2.874 -3.925
H 1.584 -0.831 -4.684
H 1.275 1.567 -4.403
H 1.474 1.297 -2.649
H -0.924 2.163 -4.915
H -3.372 1.904 -4.542
H -4.144 0.195 -2.885
H -2.432 -1.082 -1.614
C -2.547 3.618 0.421
Si -1.717 2.315 1.598
C -1.821 3.161 3.342
C -3.203 1.068 1.793
H -3.536 3.929 0.763
H -2.657 3.195 -0.577
H -1.940 4.515 0.323
H -2.781 3.652 3.501
H -1.040 3.907 3.465
H -1.693 2.431 4.141
H -4.125 1.578 2.070
H -3.001 0.319 2.558
H -3.390 0.538 0.860
*
```

## Properties
ΔE to the lowest compared entry with this formula, charge and spin   9.8 kcal per mole

These are the Löwdin partial charges, in e, on atoms 1 to 2:
1 Rb 0.6306
2 C -0.0911

---

Record 5
Here is a molecular structure, C41H26Cl4F3LuN2O5P at a distorted geometry from the OMol25 dataset. Energies are from ωB97M-V/def2-TZVPD.

```
! wB97M-V def2-TZVPD RIJCOSX def2/J DEFGRID3
* xyz -1 1
Lu 10.380 13.545 12.358
O 12.502 12.931 13.333
C 12.602 12.874 14.527
C 13.486 12.051 15.392
C 14.261 10.933 15.168
C 14.717 10.227 16.264
C 14.352 10.653 17.555
C 13.540 11.767 17.777
C 13.112 12.473 16.666
P 11.839 13.715 16.057
C 10.310 12.850 16.553
C 9.834 11.816 15.759
C 8.646 11.221 16.093
C 7.950 11.679 17.214
C 8.462 12.681 18.042
C 9.684 13.261 17.716
C 12.322 15.279 16.466
C 13.568 15.444 17.164
C 14.222 16.625 17.141
C 13.640 17.746 16.404
C 12.490 17.646 15.728
C 11.648 16.419 15.736
H 14.518 10.625 14.169
H 15.305 9.335 16.130
H 14.741 10.085 18.403
H 13.297 12.038 18.809
H 10.379 11.481 14.876
H 8.256 10.460 15.436
H 6.976 11.267 17.458
H 7.904 12.974 18.943
H 10.072 14.041 18.330
H 13.938 14.615 17.770
H 15.082 16.769 17.792
H 14.170 18.693 16.341
H 12.091 18.510 15.215
H 10.645 16.653 16.163
Cl 9.580 16.293 6.060
C 9.274 15.741 7.643
C 7.971 15.516 8.034
Cl 6.698 15.733 6.924
C 7.704 14.972 9.300
Cl 6.062 14.688 9.724
C 8.751 14.652 10.152
O 8.513 14.120 11.370
C 10.089 14.889 9.746
O 11.111 14.530 10.558
C 10.337 15.471 8.492
Cl 11.945 15.900 7.996
O 6.475 13.032 13.741
C 6.245 14.410 13.468
N 6.241 15.191 14.682
C 7.077 16.271 14.934
O 6.613 17.325 15.349
C 8.504 16.117 14.639
C 9.204 17.213 13.996
C 10.502 17.116 13.709
C 11.267 16.009 14.321
N 10.472 14.728 14.384
C 9.150 14.933 14.723
H 6.744 12.623 12.897
H 5.253 14.529 13.048
H 6.992 14.815 12.784
H 5.314 15.444 15.020
H 8.603 18.055 13.694
H 10.986 17.851 13.090
H 12.167 15.843 13.743
H 8.533 14.103 15.084
F 14.384 7.734 6.912
C 13.623 7.043 7.770
F 14.425 6.181 8.448
F 12.786 6.267 7.049
C 12.906 7.946 8.705
C 12.990 7.724 10.047
C 12.284 8.532 10.925
C 11.488 9.591 10.472
C 11.435 9.815 9.095
C 12.154 8.987 8.223
C 10.812 10.480 11.387
C 10.258 11.258 12.161
H 13.576 6.923 10.474
H 12.360 8.359 11.987
H 10.824 10.599 8.710
H 12.071 9.166 7.155
*
```

## Properties
ΔE to the lowest compared entry with this formula, charge and spin   0.0 kcal per mole

These are the Löwdin partial charges, in e, on atoms 1 to 2:
1 Lu 1.6920
2 O -0.0349

---

Record 6
Here is a molecular structure, C28H47Cl2F2IO17Si2 at a distorted geometry from the OMol25 dataset. Energies are from ωB97M-V/def2-TZVPD.

```
! wB97M-V def2-TZVPD RIJCOSX def2/J DEFGRID3
* xyz 0 1
C 6.553 1.028 -0.195
C 6.231 0.189 -1.439
O 5.139 0.675 -2.197
C 3.945 0.712 -1.452
C 2.738 0.772 -2.389
Si 1.207 0.754 -1.301
O 0.470 -0.747 -1.504
Si 0.047 -1.540 -0.108
F -0.675 -0.490 0.885
C -1.197 -2.848 -0.538
C -2.606 -2.536 -0.009
C -3.230 -1.299 -0.649
F -4.309 -1.652 -1.458
C 1.565 -2.173 0.776
I 1.105 -2.893 2.739
C 2.346 -3.194 -0.065
C 3.646 -3.662 0.596
C -0.013 2.169 -1.635
Cl 0.794 3.546 -2.459
C -0.732 2.654 -0.371
C 0.193 3.051 0.783
Cl -1.846 4.026 -0.747
H 6.108 0.566 0.686
H 6.088 2.011 -0.280
H 7.622 1.173 -0.067
H 6.017 -0.846 -1.141
H 7.098 0.155 -2.095
H 3.892 1.585 -0.792
H 3.876 -0.199 -0.837
H 2.727 -0.079 -3.069
H 2.793 1.719 -2.925
H 1.633 0.832 0.111
H -1.264 -2.906 -1.625
H -0.842 -3.828 -0.225
H -2.599 -2.388 1.071
H -3.262 -3.377 -0.236
H -3.605 -0.620 0.119
H -2.531 -0.734 -1.270
H 2.230 -1.319 0.932
H 2.536 -2.759 -1.050
H 1.686 -4.054 -0.206
H 4.031 -2.917 1.293
H 4.405 -3.889 -0.153
H 3.490 -4.580 1.161
H -0.787 1.823 -2.323
H -1.396 1.850 -0.057
H -0.163 3.941 1.280
H 1.217 3.240 0.469
H 0.194 2.242 1.515
C -1.070 -5.713 -5.395
C -1.091 -4.218 -5.147
O -1.263 -4.143 -3.729
C -0.811 -5.301 -3.186
O -0.665 -5.480 -2.019
O -0.554 -6.210 -4.147
H -0.428 -6.001 -6.213
H -2.064 -6.128 -5.551
H -0.149 -3.735 -5.413
H -1.906 -3.708 -5.655
C 0.261 8.645 2.500
C -0.910 7.848 3.035
O -0.611 6.525 2.566
C 0.720 6.441 2.356
O 1.301 5.429 2.124
O 1.301 7.660 2.443
H 0.552 9.469 3.146
H 0.084 9.025 1.493
H -0.946 7.833 4.123
H -1.871 8.181 2.657
C -4.553 5.699 6.530
C -3.144 6.165 6.833
O -2.798 6.874 5.639
C -3.944 7.277 5.036
O -3.994 8.026 4.117
O -5.018 6.708 5.627
H -5.190 5.653 7.409
H -4.575 4.735 6.020
H -3.104 6.856 7.676
H -2.448 5.349 7.006
C 1.081 -2.568 6.436
C 1.093 -1.082 6.727
O 0.900 -1.050 8.144
C 1.312 -2.237 8.658
O 1.436 -2.464 9.814
O 1.561 -3.124 7.663
H 1.728 -2.842 5.608
H 0.074 -2.946 6.247
H 2.052 -0.619 6.490
H 0.301 -0.538 6.220
C -3.533 -4.857 -10.003
C -4.448 -5.182 -8.840
O -3.731 -6.230 -8.176
C -2.423 -6.117 -8.497
O -1.548 -6.729 -7.974
O -2.246 -5.209 -9.483
H -3.555 -3.809 -10.289
H -3.736 -5.473 -10.881
H -4.563 -4.344 -8.151
H -5.431 -5.528 -9.146
*
```

## Properties
Electronic energy   -4371.22153 hartree

These are the Löwdin partial charges, in e, on atoms 1 to 2:
1 C -0.0714
2 C -0.2667

---

Record 7
Here is a molecular structure, C3H5CaO3 at a distorted geometry from the OMol25 dataset. Energies are from ωB97M-V/def2-TZVPD.

```
! wB97M-V def2-TZVPD RIJCOSX def2/J DEFGRID3
* xyz 1 1
H 3.749 -3.602 0.370
O -0.684 -0.566 -0.473
C 0.378 -0.125 0.108
C -1.722 0.460 -0.532
O 3.540 -2.785 0.819
O 0.284 1.116 0.442
C -1.032 1.656 0.115
Ca 2.420 -1.329 0.221
H -2.584 0.084 0.026
H -1.977 0.606 -1.585
H -1.492 1.985 1.050
H -0.879 2.502 -0.561
*
```

## Properties
ΔE to the lowest compared entry with this formula, charge and spin   30.0 kcal per mole

These are the Löwdin partial charges, in e, on atoms 1 to 2:
1 H -0.0439
2 O 0.0000

---

Record 8
Here is a molecular structure, C39H36GeN4NaO3 at a distorted geometry from the OMol25 dataset. Energies are from ωB97M-V/def2-TZVPD.

```
! wB97M-V def2-TZVPD RIJCOSX def2/J DEFGRID3
* xyz -1 1
Na 0.546 0.503 0.190
C 1.876 1.888 5.365
C 1.797 0.526 5.107
C 0.942 0.042 4.133
C 0.154 0.914 3.363
C 0.247 2.288 3.633
C 1.096 2.761 4.620
N -0.610 0.458 2.298
C -1.431 -0.578 2.392
C -1.963 -1.047 3.642
C -2.875 -2.056 3.701
C -3.321 -2.711 2.527
C -2.850 -2.300 1.318
C -1.922 -1.231 1.201
N -1.461 -0.773 0.011
N -1.851 -1.384 -1.032
C -1.421 -0.842 -2.230
C -1.668 -1.594 -3.392
C -1.337 -1.062 -4.617
C -0.766 0.207 -4.674
C -0.536 0.864 -3.477
N -0.854 0.367 -2.289
H 2.545 2.266 6.128
H 2.413 -0.167 5.668
H 0.896 -1.020 3.921
H -0.352 2.978 3.054
H 1.149 3.828 4.806
H -1.655 -0.539 4.546
H -3.277 -2.361 4.661
H -4.018 -3.536 2.598
H -3.163 -2.781 0.402
H -2.113 -2.575 -3.293
H -1.522 -1.619 -5.527
H -0.506 0.661 -5.620
H -0.075 1.847 -3.459
C -1.966 2.714 -0.190
O -0.749 2.604 0.534
H -2.797 2.989 0.473
H -2.213 1.787 -0.706
H -1.840 3.496 -0.940
H -0.865 1.855 1.164
O 2.038 0.348 -1.131
C 1.902 -0.895 -1.132
O 1.790 -1.596 -0.091
C 1.822 -1.623 -2.488
C 1.211 -3.001 -2.286
Ge 2.303 -4.082 -1.013
C 1.048 -4.986 0.227
C 0.608 -4.223 1.311
C -0.300 -4.733 2.226
C -0.801 -6.018 2.068
C -0.374 -6.791 0.999
C 0.547 -6.279 0.094
C 3.139 -5.236 -2.453
C 4.093 -4.606 -3.257
C 4.532 -5.162 -4.448
C 4.028 -6.385 -4.871
C 3.094 -7.040 -4.084
C 2.655 -6.466 -2.898
C 3.865 -3.621 0.119
C 4.026 -4.319 1.313
C 5.111 -4.078 2.144
C 6.062 -3.135 1.785
C 5.916 -2.432 0.598
C 4.823 -2.670 -0.223
H 2.838 -1.702 -2.890
H 1.250 -0.992 -3.172
H 1.117 -3.556 -3.222
H 0.224 -2.901 -1.835
H 0.992 -3.215 1.431
H -0.621 -4.120 3.058
H -1.527 -6.413 2.768
H -0.751 -7.798 0.862
H 0.879 -6.910 -0.718
H 4.498 -3.647 -2.946
H 5.257 -4.639 -5.060
H 4.349 -6.815 -5.812
H 2.691 -7.996 -4.401
H 1.910 -6.990 -2.315
H 3.287 -5.058 1.601
H 5.212 -4.625 3.074
H 6.908 -2.942 2.434
H 6.654 -1.690 0.316
H 4.704 -2.086 -1.129
*
```

## Properties
Electronic energy   -4191.82461 hartree

These are the Löwdin partial charges, in e, on atoms 1 to 2:
1 Na 0.3409
2 C -0.1253